A structure of composition C8H10BrCuN5OS. Source: OMol25; level of theory: ωB97M-V/def2-TZVPD.

E_LUMO (spin up / spin down) (eV): -6.7 / -9.9
Relative energy (zero: lowest compared OMol25 entry of this formula, charge and spin) (kJ/mol): 68.1
⟨S²⟩: 0.75
Kohn-Sham gap (spin up / spin down) (eV): 9.49 / 6.22
Spin multiplicity: 2
Charge: +2

Last column: Mulliken spin population.
Cartesian coordinates (Å):
Cu: -4.62671 1.30931 11.47895  0.606
O: -8.25018 2.80788 15.94542  0.000
C: -7.30901 2.38868 15.02229  -0.004
C: -6.60575 1.21935 15.26719  0.003
C: -5.69443 0.89652 14.32830  0.013
N: -5.58756 1.58839 13.07807  0.078
C: -6.15913 2.73903 12.92673  -0.013
Br: -5.73146 3.81073 11.34638  0.071
C: -7.05113 3.19463 13.91760  -0.001
H: -8.37168 2.14632 16.60625  0.000
H: -6.96216 0.54934 16.07915  0.001
H: -5.03496 0.02881 14.39770  0.001
H: -7.62998 4.08825 13.90392  -0.002
C: 0.05177 -1.01775 11.87588  0.001
C: -0.54063 -0.15306 10.76796  -0.002
N: -0.00787 0.16263 9.64998  0.000
N: -1.00799 0.78619 8.91921  0.002
C: -2.18898 0.79563 9.58893  -0.012
S: -3.74389 1.44137 9.35022  0.185
N: -1.91048 0.21794 10.78219  -0.003
N: -2.86742 0.16810 11.91295  0.092
H: 0.22829 -2.03167 11.57633  0.000
H: -0.61531 -1.03285 12.73863  0.001
H: 0.99146 -0.46373 12.20735  0.000
H: -0.91575 1.03047 7.92910  0.000
H: -3.07235 -0.82455 12.12918  -0.010
H: -2.44127 0.69720 12.66957  -0.007



The molecule C8H10BrFO4. Source: OMol25; level of theory: ωB97M-V/def2-TZVPD.

E_LUMO (eV): -0.6
Kohn-Sham gap (eV): 10.30
Spin multiplicity: 1
Charge: 0

Last column: Mulliken charge in e.
Cartesian coordinates (Å):
O: 4.39481 0.19634 0.33810  -0.492
C: 3.24008 -0.44530 0.61537  0.366
Br: 2.77498 -0.94742 2.53692  -0.135
C: 2.14304 -0.86123 -0.53956  -0.627
C: 0.69490 -0.07411 -0.40656  1.152
C: -0.40151 -1.15879 0.17148  -0.735
C: -1.95820 -0.84361 -0.23450  -0.615
C: -2.74679 0.18347 0.77079  -0.238
F: -2.79511 -0.34034 2.16975  -0.328
C: 0.62407 1.36285 0.37972  -0.597
O: 0.55404 2.40151 -0.70138  -0.354
C: -0.29640 1.73849 -1.70388  0.573
O: -1.37895 2.22695 -2.31794  -0.500
O: 0.33894 0.38737 -1.78961  -0.400
H: 2.66144 -0.67881 -1.59154  0.323
H: 2.02621 -2.04668 -0.46113  0.322
H: -0.14285 -2.22171 -0.30631  0.394
H: -0.21353 -1.28664 1.33080  0.237
H: -2.53845 -1.88333 -0.21781  0.364
H: -2.09622 -0.44164 -1.34865  0.273
H: -2.34261 1.30421 0.71421  0.204
H: -3.88208 0.25945 0.40945  0.278
H: -0.21959 1.41763 1.19964  0.189
H: 1.55979 1.75135 0.98262  0.346



A structure of composition C8H10CaN2. Source: OMol25; level of theory: ωB97M-V/def2-TZVPD.

E_LUMO (eV): 6.0
Relative energy (zero: lowest compared OMol25 entry of this formula, charge and spin) (kJ/mol): 18.8
Kohn-Sham gap (eV): 2.63
Spin multiplicity: 1
Charge: -2

Last column: Mulliken charge in e.
Cartesian coordinates (Å):
C: -0.99401 1.48214 -1.41354  -0.486
C: 0.35977 1.04154 -1.33613  -0.980
C: 1.07696 1.96806 -0.54357  -0.781
C: 0.17763 2.98943 -0.12640  -1.169
C: -1.10383 2.70687 -0.69097  -0.021
Ca: -0.43187 0.86198 1.14587  -0.936
N: -0.39126 -2.12448 0.64062  1.098
C: -0.48807 -3.46362 0.17868  -2.052
C: 0.79124 -2.83133 -0.30655  -0.448
H: 2.14907 1.89699 -0.33092  0.472
H: 0.75949 0.14115 -1.82081  0.520
H: 0.45388 3.89171 0.42161  0.409
H: -1.99968 3.34265 -0.60201  0.655
H: -1.79197 1.05043 -2.01979  0.991
H: 0.81163 -2.61756 -1.39467  0.164
H: -1.20118 -3.47096 -0.70130  1.028
H: -1.24485 -1.54845 0.13481  -0.339
H: 1.74579 -2.86048 0.20159  0.295
H: -0.51898 -4.26683 0.92420  0.436
N: 1.16193 0.90940 4.35638  -0.603
C: 0.67830 0.90134 3.28290  -0.252



A cluster of 2 separate species, C8H10Cl2NO in total. Source: OMol25; level of theory: ωB97M-V/def2-TZVPD.

E_LUMO (spin up / spin down) (eV): -5.1 / -5.2
Relative energy (zero: lowest compared OMol25 entry of this formula, charge and spin) (kJ/mol): 578.4
Kohn-Sham gap (spin up / spin down) (eV): 7.40 / 7.71
Spin multiplicity: 1
Charge: +1

Last column: Mulliken charge in e.
Cartesian coordinates (Å):
C: 0.05889 -1.54192 -0.81326  0.191
C: -2.12380 -1.82629 -0.72639  0.114
C: -0.10230 1.29465 1.69374  -1.254
C: 0.78599 0.31817 0.92865  -0.057
C: 1.07782 0.90975 -0.46423  -0.324
C: -0.48138 2.31671 0.66342  -0.076
C: 0.35542 2.19154 -0.53658  -0.085
C: 1.08992 -2.62711 -0.39334  -0.951
N: 0.06948 -0.25397 -0.29470  0.397
O: 0.60459 3.14646 0.44573  -0.415
Cl: -2.91664 -0.37598 -1.23888  -0.118
Cl: -2.73951 -3.11487 -1.60093  -0.018
H: -1.03883 0.89833 2.03666  0.327
H: 0.45570 1.69075 2.48884  0.495
H: 1.44594 -0.37398 1.50678  0.408
H: 2.01317 0.70296 -1.02154  0.431
H: -1.47989 2.83689 0.54852  0.463
H: 0.13269 2.57127 -1.62506  0.381
H: 0.62704 -3.65383 -0.68160  0.302
H: 1.40803 -2.75803 0.62451  0.392
H: 1.67866 -2.52581 -1.24425  0.378
H: -0.92101 0.17429 -0.29610  0.017



The molecule C8H10ClNO2. Source: OMol25; level of theory: ωB97M-V/def2-TZVPD.

E_LUMO (eV): 0.6
Relative energy (zero: lowest compared OMol25 entry of this formula, charge and spin) (kJ/mol): 50.5
Kohn-Sham gap (eV): 8.73
Spin multiplicity: 1
Charge: 0

Last column: Mulliken charge in e.
Cartesian coordinates (Å):
C: 2.44205 0.61121 0.32160  -0.435
C: 1.40939 0.69744 -0.79430  -1.097
C: -0.03158 0.23837 -0.45014  0.768
C: -1.00521 1.21152 -0.27583  -0.768
C: -2.30341 0.86448 0.03589  0.112
C: -2.62563 -0.50159 0.08596  0.486
C: -1.66979 -1.50516 -0.06170  -0.838
C: -0.37692 -1.12552 -0.29295  0.366
H: 1.53601 -0.86451 1.38562  0.314
H: 3.09818 -1.27463 0.89588  0.256
H: 2.31842 1.45460 1.05612  0.259
H: 3.49162 0.73920 -0.09795  0.366
H: 1.45999 1.71519 -1.22527  0.432
H: 1.76046 -0.02787 -1.54536  0.356
H: -0.60787 2.19259 -0.31879  0.477
H: -3.97425 1.62955 0.61913  0.285
H: -1.83991 -2.56286 -0.08928  0.467
H: 1.40373 -1.82566 -0.50461  0.286
N: 2.46719 -0.56925 1.19656  -0.595
O: -3.10952 1.89867 0.27023  -0.537
O: 0.47876 -2.14825 -0.39156  -0.691
Cl: -4.32171 -0.84753 0.18074  -0.268



The molecule C8H10ClP. Source: OMol25; level of theory: ωB97M-V/def2-TZVPD.

E_LUMO (eV): -0.5
Relative energy (zero: lowest compared OMol25 entry of this formula, charge and spin) (kJ/mol): 457.3
Kohn-Sham gap (eV): 7.29
Spin multiplicity: 1
Charge: 0

Last column: Mulliken charge in e.
Cartesian coordinates (Å):
C: 0.15201 1.37186 -0.13342  -0.644
C: -0.62721 -1.58765 0.63042  -0.148
C: 0.53802 -1.41181 1.20354  -0.697
C: -0.92286 0.55639 -0.45455  1.085
C: 1.45418 0.96023 0.14257  0.047
C: -0.85862 -0.92035 -0.72802  -1.050
C: 1.70048 -0.73632 0.66604  -0.307
C: -2.27304 1.14891 -0.68168  -1.472
P: 2.91039 1.98579 0.09056  0.020
Cl: 2.18833 -1.45250 -0.85036  -0.180
H: -0.11718 2.41302 -0.21623  0.392
H: -1.57991 -2.15779 0.94040  0.312
H: 0.64581 -1.90007 2.11776  0.422
H: 0.00643 -1.17582 -1.21568  0.232
H: -1.67252 -1.39107 -1.23335  0.502
H: 2.65953 -0.69739 1.23823  0.526
H: -2.33687 1.77338 -1.57895  0.305
H: -2.55589 1.88742 0.23409  0.288
H: -2.98418 0.37895 -0.64244  0.446
H: 3.67308 0.95482 0.47111  -0.078



Number 1: electronic energy -5271.920952 Eh. Number 2: electronic energy -3285.476212 Eh. Number 3: electronic energy -1097.769682 Eh. Number 4: electronic energy -1360.650170 Eh. Number 5: electronic energy -976.255943 Eh. Number 6: electronic energy -1112.228549 Eh.